Density functional theory data (ωB97M-V/def2-TZVPD) for a molecular structure, C29H46BBr2ClO21P in a non-equilibrium geometry.

XYZ file:
```
101
Properties=species:S:1:pos:R:3:forces:R:3
C 0.9162 -1.2590 4.9058 -0.1555 0.2309 -1.1247
C 0.5415 -1.0948 3.2840 0.6009 -0.5097 1.7919
O 1.7369 -1.5443 2.5548 -1.5607 1.4155 0.8472
B 1.4081 -2.1658 1.2576 1.2979 -0.7624 -0.0760
P 0.3514 -0.8378 0.3731 -2.1409 1.4995 -0.8816
C 0.1706 -1.1615 -1.5048 -0.1183 0.9624 -1.8487
C 1.4685 -0.6510 -2.4046 0.0509 -0.2609 0.4167
C 1.2931 0.8528 0.5856 1.2517 0.5706 -0.6559
C 2.9256 0.6960 0.5185 1.1249 0.6937 -0.4139
O 2.5025 -2.5517 0.3264 1.4160 -2.1151 -0.6308
C 2.4456 -4.0153 -0.0018 -1.2139 1.5274 0.5063
C 1.8894 -4.5028 1.4983 -1.1586 0.9337 -2.8545
Cl 3.4349 -4.3396 2.5171 -0.5617 0.3976 -0.1573
C 1.5004 -6.0802 1.7138 -0.5784 1.4823 -0.2996
Br 1.3059 -6.3228 3.7300 0.8071 -0.4762 -0.8204
C 0.0812 -6.5475 1.0404 1.3260 -1.2538 -0.0405
C 0.0841 -8.2110 1.0563 -0.8335 -0.0984 0.7904
Br -1.3770 -5.9235 2.3237 0.0766 -0.1732 -1.9373
O 0.8249 -3.4719 1.6206 1.5280 -3.9547 0.6189
H 1.3934 -0.2291 5.2201 -0.8381 -2.1429 -0.2237
H 1.6954 -2.1480 5.0611 -1.8679 2.0075 -0.3717
H -0.0994 -1.4562 5.4552 2.0496 0.4104 -0.6581
H -0.4341 -1.7035 3.0677 2.0145 0.9159 0.1447
H 0.2728 0.0422 3.1375 0.6269 -2.0092 -0.0637
H -0.7441 -0.4897 -1.8688 1.9222 -1.5892 0.7757
H -0.1431 -2.2838 -1.7636 0.8520 2.3556 0.8171
H 1.5924 0.5186 -2.2056 -0.1844 -2.5773 -0.6467
H 2.4397 -1.1996 -2.0275 -1.9157 1.1066 -0.7161
H 1.3382 -0.8606 -3.5584 0.1973 0.5087 2.4294
H 0.9479 1.5889 -0.2885 0.6789 -1.5899 1.8392
H 1.0177 1.3958 1.5990 0.4042 -1.2934 -1.9833
H 3.4445 1.7711 0.5316 -1.0975 -2.0412 -0.0150
H 3.3177 0.1715 -0.4766 -1.1548 1.0929 2.1804
H 3.4050 0.1021 1.4060 -1.3418 0.9960 -1.6118
H 1.6327 -4.0194 -0.8748 1.4512 -0.7912 1.9442
H 3.4348 -4.5217 -0.3797 -1.6644 1.3314 1.0344
H 2.4311 -6.7251 1.4192 -1.9914 1.2353 0.4204
H -0.0870 -6.1175 -0.0602 0.3510 -0.6791 2.7608
H -0.7053 -8.5436 1.8753 1.8209 0.5969 -1.8095
H 1.1337 -8.6406 1.4204 -2.2731 0.9965 -1.0294
H -0.2673 -8.6820 0.0345 0.9345 1.0824 1.9590
C 1.5504 -9.6763 6.6428 0.9852 0.2648 0.4337
C 0.2262 -10.0057 7.2520 -0.2784 -0.1685 1.0026
O -0.6894 -9.7303 6.2089 0.3000 0.0262 -0.7622
C 0.0047 -9.8221 5.0370 -1.0525 0.1598 -2.6099
O -0.5078 -9.8112 3.9303 1.1747 -0.1892 2.6808
O 1.3464 -9.9285 5.2652 -0.9073 -0.1053 -0.2586
H 2.3567 -10.3014 7.0361 -0.0762 0.0714 -0.2412
H 1.8204 -8.6231 6.7732 -0.0427 -0.0787 -0.0353
H 0.1432 -11.0628 7.5256 0.0150 0.0574 -0.0291
H 0.0086 -9.3929 8.1311 -0.1302 -0.0653 -0.2217
C -0.6735 0.6794 -7.2915 -0.2471 0.3816 -0.9429
C 0.6368 0.5354 -6.5877 1.0846 0.2601 -0.3776
O 0.2633 0.3933 -5.2304 -1.0582 -0.1681 -0.0274
C -1.0181 -0.0775 -5.2186 -1.1454 -0.9076 2.5285
O -1.5968 -0.4744 -4.2210 1.2595 0.9695 -2.5401
O -1.5665 -0.0471 -6.4683 0.1648 -0.1941 0.6767
H -0.6514 0.2623 -8.3021 -0.1498 -0.0099 0.2069
H -1.0082 1.7207 -7.3433 0.0666 -0.0809 0.0050
H 1.1829 -0.3611 -6.9000 -0.0531 0.0566 0.0179
H 1.2803 1.4089 -6.7236 -0.0697 -0.1679 0.1659
C 0.3038 2.8092 5.2871 0.9202 -0.9383 -0.0325
C -0.9622 2.6295 4.5137 -0.0731 -1.0708 -0.9261
O -1.8524 3.5399 5.1308 0.2671 1.1638 0.7535
C -1.0875 4.4999 5.7282 -0.4962 1.4105 0.7628
O -1.5275 5.5316 6.2075 0.7495 -1.8741 -0.9888
O 0.2334 4.1554 5.7182 -1.1835 0.7943 0.1218
H 1.1936 2.6448 4.6733 -0.1165 0.1527 0.1693
H 0.3527 2.1585 6.1665 -0.0163 0.0575 -0.0884
H -0.8505 2.9036 3.4594 -0.0030 -0.0495 0.0988
H -1.3467 1.6079 4.5766 -0.0583 0.2594 -0.0111
C 0.2990 2.3408 -11.9454 -0.2912 -0.2641 -1.0451
C -0.5579 2.7285 -10.7842 -1.1554 0.2339 -0.0025
O 0.2904 2.5225 -9.6707 0.8962 -0.0747 -0.1197
C 1.5737 2.5995 -10.1297 2.3422 0.1299 1.5338
O 2.5603 2.6373 -9.4135 -2.3676 -0.1333 -1.6481
O 1.6088 2.6298 -11.4940 0.1224 0.0886 0.9462
H 0.0640 2.9143 -12.8462 0.2175 -0.0734 0.1406
H 0.2324 1.2724 -12.1761 0.0008 0.0801 0.0331
H -0.8514 3.7831 -10.8150 0.0425 -0.0928 0.0034
H -1.4572 2.1114 -10.7063 0.1803 0.0862 0.1702
C -3.0024 7.0482 3.5246 1.1207 0.1310 0.7256
C -4.3266 6.7188 4.1338 -0.1023 -0.3214 1.2248
O -5.2422 6.9941 3.0907 0.2941 0.0982 -1.2034
C -4.5481 6.9024 1.9188 -1.0490 -0.0143 -1.9463
O -5.0606 6.9133 0.8121 1.1540 0.0259 2.2536
O -3.2064 6.7960 2.1470 -1.0876 -0.0147 -0.5322
H -2.1961 6.4230 3.9179 -0.1673 0.1446 -0.1978
H -2.7324 8.1013 3.6550 -0.0362 -0.0801 -0.0202
H -4.4096 5.6616 4.4074 0.0599 0.1115 -0.0230
H -4.5442 7.3316 5.0129 -0.0989 -0.0973 -0.2369
C -1.7536 7.8140 -0.7362 -0.8751 -0.2623 0.8638
C -1.9152 7.4748 -2.1825 -0.9305 -0.5491 -0.4458
O -0.8473 8.1674 -2.8005 0.8341 0.3549 0.4783
C 0.1076 8.3593 -1.8440 2.3041 0.7961 -0.3598
O 1.2329 8.7735 -2.0675 -2.4850 -0.8751 0.4712
O -0.3605 8.0265 -0.6056 0.6468 0.2556 -0.9109
H -2.0857 7.0054 -0.0792 0.1877 0.2428 -0.0537
H -2.2789 8.7346 -0.4612 0.0233 -0.0768 -0.0312
H -1.8007 6.4030 -2.3759 0.0005 0.0970 0.0433
H -2.8768 7.8075 -2.5830 0.2572 0.0034 -0.0489
```
Forces are in eV/Å.

Output
* gap between HOMO and LUMO: 4.79 eV
* HOMO level: -3.40 eV
* charge: -1
* lowest unoccupied orbital energy: 1.39 eV



Density functional theory data (ωB97M-V/def2-TZVPD) for 3 unconnected molecules or ions with the total composition C29H46BrCl2F16N2O6P in a non-equilibrium geometry.

XYZ file:
```
103
Properties=species:S:1:pos:R:3:forces:R:3
C 6.1440 1.1148 -0.9750 -0.4149 -0.7202 0.1504
C 5.4897 0.2664 0.0923 0.8037 -0.2250 -0.2861
C 5.9625 -1.1737 -0.1046 -1.0009 1.2097 -0.2483
N 5.1699 -2.1248 0.6224 0.3194 -0.2135 -0.0550
C 5.8024 -3.3470 1.0715 -0.0543 -0.0188 0.0803
C 7.2018 -3.2490 1.5975 -0.2402 0.4965 -0.1763
C 7.4637 -2.1000 2.5296 0.5851 0.0048 -0.2782
Br 8.5011 -3.3578 0.1257 0.1704 -0.0099 -0.0225
C 3.8179 -2.3658 0.1846 0.6449 1.5605 -0.7915
P 2.5150 -1.4689 1.2194 -0.9541 -1.3555 0.6087
O 3.4492 -0.7911 2.3740 -0.0934 0.4556 -0.3250
Cl 1.7359 0.1934 0.2329 0.3501 0.1576 -0.0473
C 3.5725 -2.4983 -1.3596 -0.5421 -1.9044 0.9470
Cl 3.5253 -0.9786 -2.2347 0.0064 0.2002 -0.2401
N 4.5743 -3.4000 -1.8388 0.7845 1.3019 -0.2498
C 5.2506 -3.1810 -3.0911 -0.2682 -1.1453 -0.6167
C 4.4247 -3.3981 -4.3445 0.3988 0.3976 0.3663
O 2.3291 -3.2503 -1.4204 0.0685 1.2829 0.2639
C 1.2562 -2.8319 -2.2382 -1.1246 -0.9026 -0.1503
C 0.2282 -3.9459 -2.1571 0.5922 -0.0882 0.7156
C -0.3446 -4.2368 -0.7761 -0.0464 0.5780 -0.1512
C -0.5759 -3.0461 0.1343 -1.2667 -0.3900 0.2017
C -2.0659 -2.7406 0.3755 0.6666 0.5182 -0.3987
C -2.3615 -1.2875 0.0936 -0.4696 -0.7054 0.6507
C -3.7492 -0.8881 0.5307 0.0966 0.1997 -1.6497
O -4.6788 -1.0108 -0.5999 0.7556 -1.3549 0.9131
C -4.8833 0.1677 -1.2038 2.6361 -2.1589 -1.2367
C -3.9609 0.6025 -2.2597 0.5904 -0.3192 -0.4332
O -5.7770 0.8211 -0.9025 -4.7380 3.4107 1.6272
H 7.1973 0.9853 -0.8554 0.9477 0.2758 -0.0281
H 5.8756 2.1445 -0.9081 -0.0880 0.8062 -0.0309
H 5.9037 0.7184 -1.9439 -0.2488 0.0533 -0.6726
H 5.9105 0.5969 1.0193 -0.2681 0.2858 1.0066
H 4.4247 0.3516 0.0952 -0.6482 0.1274 0.0035
H 6.0014 -1.3124 -1.1696 -0.0810 -0.6419 -0.7142
H 6.9821 -1.1379 0.1873 0.7987 -0.5498 0.4951
H 5.2244 -3.7276 1.8981 -0.4566 -0.0580 0.6297
H 5.7836 -4.1454 0.3503 -0.0091 -0.3418 -0.7310
H 7.3702 -4.1353 2.1531 0.3489 -1.0207 0.2103
H 7.2594 -2.3724 3.5439 -0.4305 -0.2164 0.6301
H 8.5066 -1.8799 2.4915 0.8346 0.3049 0.1128
H 6.9342 -1.2105 2.2783 -0.5256 0.5770 -0.1276
H 3.6240 -3.3756 0.4698 -0.5562 -0.7927 0.4239
H 3.3108 0.1625 2.3398 0.2869 0.1669 0.2731
H 4.2969 -4.3518 -1.6942 -0.2906 -0.2209 -0.0322
H 5.7942 -2.2667 -3.1468 0.1527 0.9365 0.3322
H 6.0068 -3.9376 -3.1517 0.7192 -0.4855 0.2476
H 5.0696 -3.2836 -5.1895 0.4891 -0.0637 -0.7285
H 3.6575 -2.6634 -4.4617 -0.7840 0.2598 0.0213
H 4.0523 -4.4023 -4.3319 -0.5560 -0.5215 -0.1545
H 1.4975 -2.7736 -3.2791 0.7365 0.2408 -0.7209
H 0.7834 -1.9034 -1.9679 0.2813 0.6773 0.4664
H -0.5667 -3.8043 -2.8625 -0.3756 0.3980 -0.5234
H 0.7767 -4.8138 -2.4618 0.1230 -0.7965 -0.4403
H -1.2975 -4.7023 -0.9142 -0.6426 -0.5090 -0.1915
H 0.2307 -4.9657 -0.2534 0.7863 -0.5207 0.2427
H -0.1176 -2.1336 -0.1798 0.5437 0.4450 -0.4303
H -0.1686 -3.2614 1.0939 0.6140 -0.0989 0.7357
H -2.3052 -2.9334 1.3972 -0.3347 -0.3604 0.8055
H -2.7047 -3.3350 -0.2512 -0.3567 -0.5058 -0.2380
H -1.6315 -0.6969 0.6029 0.5759 0.6454 0.3277
H -2.2594 -1.1586 -0.9580 0.1708 0.5405 -0.8973
H -4.0981 -1.5102 1.3223 -0.4996 -0.3782 0.5259
H -3.7736 0.1400 0.8192 -0.1021 0.7191 0.5799
H -3.5568 -0.2049 -2.8321 0.2085 -0.5732 -0.3559
H -3.1387 1.1022 -1.7939 0.7208 0.4147 0.3556
H -4.4582 1.3030 -2.8891 -0.3370 0.5054 -0.4685
F 2.2753 5.3834 -1.4078 0.0542 -0.3705 -0.2340
C 1.9490 4.0730 -1.4201 0.2457 -0.1090 -0.3286
F 1.8627 3.6764 -2.7132 -0.0374 0.0047 0.1026
C 0.6042 3.8391 -0.7346 -0.4058 0.2817 0.1353
F -0.3837 4.4622 -1.4073 0.0415 -0.0421 -0.1257
F 0.3536 2.4996 -0.8137 0.1456 0.0419 -0.0230
C 0.5273 4.2172 0.7513 -0.1116 -0.6128 0.5384
O -0.0498 5.4681 1.0477 0.0644 0.1659 -0.4764
C 0.7379 6.5866 1.0265 0.1599 -0.3212 0.4326
F 2.0383 6.2712 0.8617 -0.0860 0.3428 0.2183
F 0.6215 7.1801 2.2344 0.0210 0.1761 -0.0348
C 0.2611 7.5774 -0.0329 -0.1021 0.3195 -0.2628
F 0.3215 7.0156 -1.2574 -0.0689 0.1618 0.1188
F 1.0690 8.6619 -0.0273 0.0009 -0.0338 0.0734
H 2.7407 3.4955 -0.9322 -0.0467 0.0157 0.0274
H -0.1483 3.4946 1.2041 -0.1177 -0.0290 -0.1043
H 1.4826 4.0791 1.2561 0.1397 0.0836 -0.1910
H -0.7662 7.8879 0.1675 0.0154 -0.0290 0.0686
F -8.4350 0.1180 2.4041 0.4110 0.0866 0.0076
C -7.4575 0.9297 1.9343 0.3017 -0.4790 -0.1568
F -6.3247 0.6504 2.6326 -0.0455 0.1243 -0.0016
C -7.8207 2.3980 2.1279 -0.2973 0.2019 0.4145
F -7.9338 2.6872 3.4444 0.0870 -0.0449 -0.0193
F -6.7749 3.1305 1.6534 0.0623 -0.1282 -0.1984
C -9.0746 2.8828 1.3893 0.0690 0.5409 -0.5802
O -10.2626 2.9522 2.1503 0.2272 -0.2710 0.3426
C -11.0358 1.8337 2.2802 -0.0080 0.1503 -0.5420
F -10.5927 0.8316 1.4973 -0.4280 0.0109 0.0715
F -12.2791 2.1549 1.8526 -0.1036 -0.1103 0.1100
C -11.1402 1.4013 3.7411 -0.0873 -0.1563 0.3792
F -9.9198 1.1061 4.2304 -0.2016 0.0346 0.0491
F -11.9075 0.2893 3.8259 -0.0223 0.0531 -0.0615
H -7.2730 0.7034 0.8818 0.0047 0.0787 -0.0029
H -8.8721 3.9147 1.1128 0.0704 0.0837 0.1219
H -9.2232 2.3527 0.4500 0.0714 -0.2316 0.0924
H -11.5841 2.1955 4.3448 -0.0261 0.0237 -0.0692
```
Forces are in eV/Å.

Output
* gap between HOMO and LUMO: 8.46 eV
* HOMO level: -8.23 eV
* lowest unoccupied orbital energy: 0.23 eV
* structure (SMILES): CCCN(C[C@H](C)Br)[C@@H](P(O)Cl)[C@@](Cl)(NCC)OCCCCCCCOC(C)=O.FC(F)C(F)(F)COC(F)(F)C(F)F.FC(F)C(F)(F)COC(F)(F)C(F)F